103
Properties=species:S:1:pos:R:3:lowdin_charge:R:1 method="wB97M-V/def2-TZVPD" molar_mass_g_mol=964.2 charge=+1 e_homo_ha=-0.4395 total_energy_ev=-124635.85233 lumo_ev=-4.98
C 2.3281 5.2442 -2.1073 0.080
C 2.0905 3.8766 -2.4423 -0.055
C 1.7259 2.2440 -2.4616 -0.110
C 0.2418 2.0650 -1.7089 -0.193
C -0.8953 2.0601 -2.8777 -0.213
C -2.0592 3.1826 -2.4823 -0.178
C -1.6486 4.7099 -3.0281 -0.613
C -1.1595 5.7167 -1.8305 -0.161
Cl -3.2405 5.4688 -3.7101 0.499
C -1.4310 0.6324 -3.4005 -0.268
P -3.1642 0.0491 -3.0182 0.747
O -4.0159 0.0036 -4.3875 -0.379
O -3.0973 -1.6494 -2.4986 -0.220
O -4.1272 0.8738 -1.8627 -0.239
C -0.3315 -0.5190 -2.9556 -0.116
C 0.1214 -0.4682 -1.3737 -0.217
C 1.6378 -1.1957 -1.3911 -0.086
C 1.8365 -2.1550 -0.0767 -0.055
C 2.7505 -1.4493 1.1340 -0.210
F 1.8788 -0.4123 1.7294 0.011
F 3.9645 -0.9285 0.4484 0.004
C 3.1823 -2.6686 2.1324 -0.215
F 4.2582 -3.5075 1.4836 0.020
F 2.0281 -3.6098 2.3278 0.002
S 3.7901 -2.1779 3.8239 1.091
F 4.3201 -0.6245 3.3431 -0.184
F 5.3928 -2.7540 3.4232 -0.199
F 3.4104 -3.7892 4.3733 -0.195
F 2.2606 -1.6339 4.3703 -0.181
F 4.4074 -1.8412 5.3947 -0.172
N 0.2784 0.8825 -0.7727 -0.035
C -0.5967 1.2135 0.4568 -0.147
C -2.0616 0.5155 0.5579 0.054
C -2.9849 0.9199 1.8928 0.042
C -2.1677 1.9802 2.8549 0.007
C -0.7019 2.6111 2.5695 -0.037
N 0.0607 2.2152 1.3675 0.062
H 2.4999 6.2568 -1.4985 0.096
H 2.6006 1.7273 -1.8840 0.107
H 1.6926 1.8650 -3.5692 0.121
H 0.1031 3.0921 -1.1152 0.148
H -0.3572 2.5824 -3.8124 0.153
H -3.0766 2.9375 -3.0569 0.089
H -2.3032 3.2176 -1.3365 0.125
H -0.9089 4.6879 -3.9343 0.109
H -2.0241 6.4977 -1.5709 0.085
H -0.7834 5.1581 -0.8684 0.074
H -0.2866 6.3828 -2.2935 0.080
H -1.3475 0.6438 -4.5954 0.171
H -3.4075 -1.7252 -1.5452 0.074
H -4.8247 1.4910 -2.2712 0.126
H -0.6270 -1.6138 -3.3291 0.157
H 0.6559 -0.2598 -3.5762 0.132
H -0.5278 -1.2567 -0.8133 0.126
H 2.4989 -0.4282 -1.5868 0.120
H 1.6479 -1.9313 -2.3321 0.149
H 0.8102 -2.5595 0.3295 0.126
H 2.4740 -3.0999 -0.4297 0.158
H 1.2703 0.8999 -0.3770 0.162
H -2.4213 -0.2534 -0.2519 0.066
H -4.0479 0.4774 2.1008 0.112
H -2.7142 2.3147 3.8551 0.098
H -0.2167 3.3791 3.3342 0.136
C 6.9879 1.8847 0.4799 -0.133
C 5.7289 1.8673 1.2846 -0.147
O 5.1830 3.1537 1.0627 0.061
C 5.6931 3.6025 -0.1214 -0.514
O 5.3070 4.6029 -0.7026 0.123
O 6.6902 2.7855 -0.5704 0.067
H 7.2427 0.8979 0.0837 0.139
H 7.8412 2.2721 1.0465 0.141
H 5.0166 1.1148 0.9301 0.106
H 5.9177 1.7043 2.3492 0.138
C -0.0041 2.1851 7.3681 -0.132
C -0.8306 1.2313 6.5681 -0.136
O -1.8745 2.0452 6.0682 0.028
C -1.4083 3.3282 6.0603 -0.537
O -1.9829 4.2666 5.5339 0.129
O -0.2153 3.4238 6.7170 0.069
H 1.0571 1.9212 7.3643 0.141
H -0.3468 2.2678 8.4048 0.142
H -0.2782 0.8061 5.7234 0.130
H -1.2316 0.4163 7.1769 0.142
C 0.3571 -6.1858 0.4518 -0.127
C -0.9020 -6.2032 1.2565 -0.124
O -1.4478 -4.9168 1.0346 0.072
C -0.9378 -4.4680 -0.1495 -0.514
O -1.3239 -3.4676 -0.7307 0.098
O 0.0594 -5.2850 -0.5985 0.065
H 0.6118 -7.1726 0.0556 0.147
H 1.2103 -5.7984 1.0184 0.125
H -1.6143 -6.9557 0.9020 0.144
H -0.7131 -6.3662 2.3211 0.145
C -5.6496 -3.5381 -4.3935 -0.137
C -5.2345 -4.3130 -3.1851 -0.152
O -5.4813 -5.6553 -3.5587 0.060
C -5.4534 -5.6992 -4.9229 -0.514
O -5.4598 -6.7272 -5.5792 0.136
O -5.4164 -4.4431 -5.4563 0.069
H -5.0617 -2.6256 -4.5253 0.118
H -6.7131 -3.2774 -4.3782 0.140
H -4.1687 -4.1985 -2.9608 0.120
H -5.8152 -4.0441 -2.2985 0.135

***

86
Properties=species:S:1:pos:R:3:lowdin_spin:R:1 method="wB97M-V/def2-TZVPD" molar_mass_g_mol=720.9 charge=+1 e_homo_ha="-0.3448 / -0.3541" total_energy_ev=-122309.14727 s_squared=3.8344 multiplicity=4 e_above_lowest_ev=1.1177 lumo_ev="-3.42 / -3.64"
Cr 0.6064 1.4735 1.1554 2.981
C -0.6493 0.9506 5.3679 0.001
C -0.5431 1.1417 3.8947 0.012
N 0.5035 1.5050 3.2601 -0.005
N 1.7091 1.6304 3.9725 0.003
C 2.7174 0.8930 3.3697 0.005
N 3.9060 0.9916 3.9438 0.004
S 2.3994 -0.1053 2.0512 -0.007
C -1.7094 0.9140 3.0066 0.004
C -3.0013 0.8152 3.4870 0.002
C -4.0464 0.6998 2.5788 0.007
C -3.7616 0.6938 1.2284 0.001
C -2.4352 0.7818 0.8261 0.009
N -1.4300 0.8632 1.6919 0.000
H 0.3386 0.8451 5.8055 0.000
H -1.2490 0.0703 5.5931 0.001
H -1.1389 1.8167 5.8182 0.001
H 1.9534 2.6131 4.0760 0.001
H 4.0337 1.4866 4.8119 0.000
H 4.7004 0.5532 3.5094 0.000
H -3.1992 0.8562 4.5484 0.000
H -5.0667 0.6324 2.9307 0.000
H -4.5419 0.6259 0.4840 0.000
H -2.1722 0.7970 -0.2222 0.001
S -0.6640 3.3791 0.8096 -0.016
C 0.4569 4.6007 0.2090 0.003
C -0.0194 5.7830 -0.3485 0.001
C 0.8669 6.7380 -0.8209 0.003
C 2.2354 6.5141 -0.7436 0.003
C 2.7143 5.3357 -0.1932 0.001
C 1.8296 4.3766 0.2893 0.004
S 2.4365 2.8713 0.9885 -0.004
H -1.0879 5.9476 -0.4116 -0.001
H 0.4902 7.6553 -1.2534 0.000
H 2.9296 7.2558 -1.1156 0.000
H 3.7802 5.1519 -0.1361 -0.001
C -1.8234 -2.4804 1.5789 0.000
P -0.2377 -2.1998 0.6834 0.006
C -0.9463 -1.7993 -0.9954 -0.001
N -1.8387 -2.6345 -1.4699 0.000
C -2.4383 -2.3707 -2.6547 0.000
C -3.3864 -3.2771 -3.1868 0.000
C -3.9975 -2.9875 -4.3702 0.000
C -3.6994 -1.7897 -5.0694 0.000
C -2.7920 -0.9010 -4.5752 0.000
C -2.1391 -1.1849 -3.3512 0.000
N -1.2300 -0.3154 -2.8535 -0.003
C -0.6212 -0.5973 -1.7273 -0.006
P 0.6132 0.7218 -1.2431 -0.014
C 0.0761 2.1366 -2.2432 0.004
C 2.1824 0.1432 -2.0883 -0.002
C 2.5117 -1.2511 -1.5721 0.000
C 3.3373 1.0932 -1.7713 0.000
C 1.9869 0.0809 -3.6065 -0.002
C 0.3478 -3.9973 0.5873 0.002
C 1.0681 -4.2208 1.9266 0.000
C 1.3572 -4.2086 -0.5389 0.000
C -0.7667 -5.0352 0.4360 0.000
H -1.6118 -3.0384 2.4916 0.000
H -2.5283 -3.0455 0.9708 0.000
H -2.2817 -1.5397 1.8702 0.000
H -3.5996 -4.1833 -2.6355 0.000
H -4.7208 -3.6752 -4.7877 0.000
H -4.2014 -1.5866 -6.0058 0.000
H -2.5439 0.0182 -5.0889 0.000
H 0.0247 1.8907 -3.2986 0.000
H 0.7855 2.9474 -2.0625 0.000
H -0.8977 2.4743 -1.8936 0.000
H 2.5755 -1.2739 -0.4822 0.000
H 3.4777 -1.5715 -1.9703 0.000
H 1.7668 -1.9758 -1.8968 0.000
H 3.6265 1.0429 -0.7237 0.000
H 3.1012 2.1334 -2.0010 0.000
H 4.1916 0.7976 -2.3856 0.000
H 1.1175 -0.5094 -3.8972 0.000
H 2.8728 -0.3896 -4.0394 0.000
H 1.8975 1.0733 -4.0464 0.000
H 1.9151 -3.5409 2.0383 0.000
H 1.4433 -5.2462 1.9674 0.000
H 0.4042 -4.0834 2.7830 0.000
H 2.2323 -3.5706 -0.4323 0.000
H 0.9076 -4.0409 -1.5200 0.000
H 1.6998 -5.2456 -0.5098 0.000
H -1.4543 -5.0357 1.2812 0.000
H -0.3128 -6.0285 0.3900 0.000
H -1.3431 -4.8763 -0.4733 0.000

***

91
Properties=species:S:1:pos:R:3:lowdin_spin:R:1 method="wB97M-V/def2-TZVPD" molar_mass_g_mol=777.8 charge=-2 e_homo_ha="-0.0210 / -0.1161" total_energy_ev=-117568.36617 s_squared=3.7696 multiplicity=4 e_above_lowest_ev=0.6440 lumo_ev="3.83 / 3.82"
V 0.7801 -0.3124 0.8466 1.950
C 6.0639 -2.1274 5.0821 0.002
C 4.6032 -2.0057 5.5151 0.006
C 4.1211 -3.3834 5.9909 0.003
C 4.5264 -1.0127 6.6838 0.003
C 3.7003 -1.5161 4.3892 0.065
C 2.3022 -1.3435 4.6395 0.085
C 1.4926 -0.8679 3.6463 0.019
N 1.9520 -0.5641 2.4207 0.128
C 3.2765 -0.7752 2.1266 0.133
C 4.1570 -1.2352 3.1327 0.027
C 3.6137 -0.5205 0.7508 0.125
C 4.9182 -0.3752 0.2271 0.029
C 5.1094 -0.0365 -1.0857 0.059
C 3.9543 0.1528 -1.8987 0.084
C 2.7082 -0.0145 -1.3578 0.022
N 2.5303 -0.3478 -0.0684 0.128
C 6.4892 0.1933 -1.6883 0.005
C 7.6180 -0.0347 -0.6839 0.002
C 6.6977 -0.7608 -2.8732 0.003
C 6.5806 1.6445 -2.1895 0.003
H 6.6731 -2.4510 5.9297 0.000
H 6.4516 -1.1701 4.7277 0.000
H 6.1770 -2.8609 4.2810 0.000
H 4.7794 -3.7696 6.7750 0.000
H 4.1126 -4.0918 5.1603 0.000
H 3.1073 -3.3321 6.3893 0.000
H 5.1676 -1.3390 7.5082 0.000
H 3.5056 -0.9209 7.0556 0.000
H 4.8485 -0.0203 6.3610 0.000
H 1.8677 -1.5875 5.5995 0.006
H 0.4307 -0.7148 3.7953 -0.001
H 5.1961 -1.3841 2.8723 -0.001
H 5.7551 -0.5134 0.8976 0.000
H 4.0399 0.4400 -2.9379 0.006
H 1.8022 0.1522 -1.9306 0.000
H 7.6119 -1.0590 -0.3053 0.000
H 7.5383 0.6487 0.1638 0.000
H 8.5807 0.1400 -1.1708 0.000
H 6.6649 -1.7993 -2.5368 0.000
H 7.6683 -0.5789 -3.3447 0.000
H 5.9201 -0.6305 -3.6259 0.000
H 6.3381 2.3392 -1.3831 0.000
H 5.8775 1.8267 -3.0028 0.000
H 7.5910 1.8598 -2.5491 0.000
O -2.2081 1.0943 -0.4076 0.001
S -1.9018 -0.2915 -0.7154 0.004
O -2.5972 -0.7725 -1.8836 -0.001
O -0.4285 -0.5330 -0.7671 0.021
C -2.5644 -1.2502 0.6792 0.001
C -3.7214 -0.7361 1.2376 0.000
C -4.3012 -1.3511 2.3360 0.000
C -3.7164 -2.4721 2.8984 0.000
C -2.5693 -3.0120 2.3342 0.000
C -1.9986 -2.4275 1.2172 0.000
S -0.5410 -3.2083 0.5255 0.004
O -0.4483 -4.5179 1.1392 0.000
O -0.7231 -3.2388 -0.8993 0.001
O 0.6216 -2.3701 1.0011 0.021
H -4.1259 0.1798 0.8296 0.000
H -5.1978 -0.9276 2.7733 0.000
H -4.1542 -2.9312 3.7774 0.000
H -2.0889 -3.8886 2.7475 0.000
O -2.0750 1.9135 2.6589 0.008
C -1.1021 1.4315 2.1188 0.005
O -0.8341 0.1627 1.9889 0.015
C 0.0960 2.3090 1.6155 0.006
O 0.2275 3.4728 1.9418 0.007
O 0.9530 1.6107 0.9291 0.011
C -1.4797 6.0279 -0.1593 0.000
C -0.0792 5.6387 -0.6289 0.000
C -0.0927 4.7122 -1.8416 0.000
S -0.8190 3.0811 -1.4379 0.000
O -0.0716 2.1587 -2.3694 0.000
C -2.4889 3.3829 -2.1635 0.000
C -2.8164 2.4618 -3.3316 0.000
C -2.0309 2.8000 -4.6005 0.000
H -1.4263 6.7470 0.6600 0.000
H -2.0114 5.1494 0.2130 0.000
H -2.0662 6.4778 -0.9673 0.000
H 0.4225 5.1215 0.1909 0.000
H 0.4964 6.5393 -0.8676 0.000
H 0.9233 4.4419 -2.1325 0.000
H -0.5982 5.1588 -2.7018 0.000
H -2.5786 4.4333 -2.4465 0.000
H -3.1536 3.1754 -1.3241 0.000
H -3.8879 2.5427 -3.5386 0.000
H -2.6114 1.4341 -3.0321 0.000
H -2.3114 3.7869 -4.9871 0.000
H -2.2279 2.0617 -5.3815 0.000
H -0.9636 2.7883 -4.3879 0.000

***

94
Properties=species:S:1:pos:R:3:lowdin_charge:R:1 method="wB97M-V/def2-TZVPD" molar_mass_g_mol=999.2 charge=+2 e_homo_ha=-0.4793 total_energy_ev=-344625.91345 e_above_lowest_ev=0.8814 lumo_ev=-6.13
Ti -0.4173 0.9296 0.5938 0.983
N -0.9079 -1.7658 -2.4909 0.227
C -1.1149 -2.6927 -1.3267 -0.334
C -2.5018 -3.2978 -1.3826 -0.099
C -2.7499 -4.1755 -0.1522 -0.358
N -2.9037 -3.3109 1.0323 0.052
C -1.6039 -5.1704 0.0621 -0.101
C -0.2050 -4.5360 0.0146 -0.356
N 0.0906 -3.6247 1.1234 0.057
C -0.0405 -3.7577 -1.2952 -0.106
H -1.5805 -0.9959 -2.4432 0.150
H -1.0370 -2.2566 -3.3806 0.177
H 0.0611 -1.3706 -2.4952 0.090
H -1.0215 -2.0492 -0.4536 0.091
H -2.6006 -3.9135 -2.2823 0.138
H -3.2638 -2.5167 -1.4297 0.087
H -3.6639 -4.7486 -0.3472 0.145
H -3.2547 -3.8650 1.8059 0.091
H -3.5881 -2.5850 0.8479 0.030
H -1.6695 -5.9412 -0.7094 0.128
H -1.7463 -5.6823 1.0169 0.124
H 0.5390 -5.3345 0.0206 0.148
H 0.4563 -4.1350 1.9197 0.086
H -0.7788 -3.1804 1.4267 0.037
H -0.1419 -4.4282 -2.1538 0.137
H 0.9571 -3.3071 -1.3290 0.098
Br -5.0654 -0.3103 -0.3422 0.855
C -4.1018 1.2180 -0.8785 -0.584
C -4.8186 2.3235 -1.3810 -0.146
C -4.1706 3.4437 -1.8189 -0.614
Br -5.1663 4.8869 -2.5045 0.856
C -2.7534 3.5220 -1.7513 -0.169
C -1.9571 4.5918 -2.2181 0.023
C -0.5936 4.5257 -2.0994 0.013
C -0.0069 3.4287 -1.4549 -0.063
N -0.7169 2.4145 -0.9957 0.046
C -2.0695 2.4250 -1.2002 -0.154
C -2.7285 1.2352 -0.7974 -0.389
O -1.9540 0.2262 -0.3793 -0.255
H -5.8967 2.2682 -1.4271 0.107
H -2.4328 5.4469 -2.6776 0.099
H 0.0417 5.3117 -2.4790 0.128
H 1.0612 3.3749 -1.3167 0.069
C 3.5791 -0.3912 -4.8902 0.026
O 3.6175 0.1110 -3.5364 -0.016
C 2.6059 -0.1849 -2.7555 -0.512
O 1.7226 -0.9796 -3.0613 0.030
C 2.6843 0.4575 -1.4192 -0.289
C 3.1714 1.6942 -1.2770 -0.315
As 3.2608 2.6201 0.4555 1.362
C 2.9532 4.4817 -0.1084 -0.260
C 1.5039 1.9469 1.0976 -0.475
C 1.4992 0.5576 1.4575 -0.502
As 1.7274 -0.5980 -0.0926 1.320
C 3.0370 -1.9764 0.3222 -0.215
C 1.5492 0.0931 2.8537 -0.555
O 1.3230 0.8183 3.7964 0.127
O 1.8387 -1.2084 2.9548 -0.077
C 1.8937 -1.7259 4.2934 -0.007
C 0.7909 2.8936 1.9505 -0.495
O 1.0449 3.9598 2.4069 0.171
O -0.5692 2.4025 1.9944 -0.232
C -1.5517 3.1816 2.7076 0.026
C 3.5816 2.5163 -2.4670 -0.580
O 2.7249 3.0088 -3.1576 0.129
O 4.8622 2.7664 -2.6712 0.011
C 5.8597 2.0304 -1.9472 -0.021
H 4.4976 -0.0425 -5.3494 0.108
H 2.7119 0.0195 -5.4028 0.109
H 3.5357 -1.4782 -4.8781 0.103
H 2.8576 4.5981 -1.1845 0.025
H 3.8168 5.0506 0.2327 0.038
H 2.0719 4.8750 0.3940 0.025
H 3.8663 -1.5164 0.8565 0.053
H 3.3785 -2.3933 -0.6255 0.043
H 2.5479 -2.7389 0.9214 0.011
H 2.1698 -2.7706 4.1947 0.099
H 0.9217 -1.6277 4.7759 0.085
H 2.6349 -1.1864 4.8793 0.108
H -2.5044 2.6717 2.5761 0.102
H -1.5863 4.1863 2.2877 0.113
H -1.2674 3.2221 3.7576 0.117
H 6.8063 2.3172 -2.3940 0.108
H 5.7012 0.9597 -2.0666 0.095
H 5.8593 2.3059 -0.8903 0.075
C -3.7088 -0.7531 4.6247 -0.061
C -2.2181 -1.0790 4.5189 -0.182
C -1.6538 -0.6428 3.2535 -0.094
N -1.2193 -0.2963 2.2488 0.201
H -4.0814 -1.1036 5.5834 0.091
H -4.2749 -1.2427 3.8349 0.080
H -3.8815 0.3195 4.5655 0.084
H -2.0367 -2.1545 4.5974 0.133
H -1.6388 -0.5964 5.3109 0.136

***

87
Properties=species:S:1:pos:R:3:lowdin_spin:R:1 method="wB97M-V/def2-TZVPD" molar_mass_g_mol=777.4 charge=+1 e_homo_ha="-0.3952 / -0.3952" total_energy_ev=-90853.35654 s_squared=6.0039 multiplicity=5 lumo_ev="-3.22 / -3.22"
Ho -0.0983 -1.4988 0.9475 4.037
C -0.3171 -1.6662 5.6640 0.000
C 1.0159 -1.6008 6.0478 0.000
C 2.0070 -1.6084 5.0854 0.000
C 1.6702 -1.6931 3.7379 0.000
N 0.3698 -1.7043 3.3787 -0.005
C -0.5873 -1.7050 4.3178 0.000
C 2.6809 -1.7427 2.6440 0.000
C 4.0269 -1.9394 2.9471 0.000
C 4.9757 -1.9838 1.9365 0.000
C 4.5773 -1.8297 0.6167 0.000
C 3.2309 -1.6367 0.3317 -0.001
C 2.2445 -1.5831 1.3188 -0.010
H -1.1230 -1.6780 6.3859 0.000
H 1.2813 -1.5421 7.0959 0.000
H 3.0433 -1.5452 5.3825 0.000
H -1.6082 -1.7309 3.9581 0.000
H 4.3570 -2.0890 3.9690 0.000
H 6.0187 -2.1455 2.1800 0.000
H 5.3091 -1.8715 -0.1819 0.000
H 2.9525 -1.5205 -0.7109 0.000
C 1.0894 -1.9187 -3.0443 -0.001
P 0.0004 -0.9557 -1.9476 -0.004
C 0.5486 0.7835 -2.2808 0.000
N 0.9653 1.0474 -3.4934 0.000
C 1.3737 2.3055 -3.7785 0.000
C 1.8341 2.6140 -5.0821 0.000
C 2.2493 3.8787 -5.3614 0.000
C 2.2257 4.8914 -4.3622 0.000
C 1.7832 4.6196 -3.1041 0.000
C 1.3426 3.3098 -2.7892 0.000
N 0.8952 3.0306 -1.5407 0.000
C 0.5148 1.8053 -1.2708 0.000
P -0.0990 1.4592 0.4507 -0.003
C -1.6178 2.4830 0.4265 -0.001
C 1.0188 2.4169 1.6145 0.000
C 2.4729 2.0146 1.3405 0.000
C 0.5989 1.9625 3.0218 0.000
C 0.8811 3.9380 1.5250 0.000
C -1.6796 -1.0728 -2.7652 0.000
C -2.5598 0.0640 -2.2376 0.000
C -1.5917 -0.9991 -4.2890 0.000
C -2.2766 -2.4220 -2.3354 0.000
H 1.1131 -1.4644 -4.0301 0.000
H 0.7228 -2.9450 -3.1021 0.000
H 2.0980 -1.9440 -2.6339 0.000
H 1.8496 1.8272 -5.8276 0.000
H 2.6050 4.1215 -6.3547 0.000
H 2.5673 5.8883 -4.6100 0.000
H 1.7601 5.3741 -2.3270 0.000
H -1.3580 3.4974 0.1289 0.000
H -2.0680 2.4935 1.4226 0.000
H -2.3241 2.0754 -0.2976 0.000
H 2.6234 0.9371 1.3808 0.000
H 3.1147 2.4715 2.1000 0.000
H 2.8079 2.3730 0.3630 0.000
H 0.6927 0.8847 3.1544 0.000
H -0.4302 2.2516 3.2585 0.000
H 1.2517 2.4393 3.7592 0.000
H 1.0523 4.3115 0.5162 0.000
H 1.6326 4.3793 2.1881 0.000
H -0.0968 4.2831 1.8714 0.000
H -2.2293 1.0407 -2.6038 0.000
H -2.5673 0.0828 -1.1449 0.000
H -3.5894 -0.0902 -2.5775 0.000
H -1.0018 -0.1491 -4.6319 0.000
H -2.6043 -0.8941 -4.6918 0.000
H -1.1642 -1.9103 -4.7107 0.000
H -2.4909 -2.4527 -1.2652 0.000
H -1.6130 -3.2620 -2.5581 0.000
H -3.2131 -2.5920 -2.8754 0.000
N -6.8637 -0.0548 0.5934 0.000
C -5.5687 0.1895 0.7908 0.000
N -5.1091 1.4339 0.5902 0.000
N -4.8100 -0.8198 1.1701 0.000
C -3.5286 -0.7815 1.2948 0.000
N -2.3715 -0.8680 1.4056 -0.004
H -7.5172 0.6644 0.3415 0.000
H -7.1952 -0.9939 0.7303 0.000
H -5.7289 2.1994 0.3910 0.000
H -4.1628 1.6552 0.8475 0.000
B -0.3116 -6.3016 0.3396 0.000
C -0.5143 -4.7613 0.4165 0.000
N -0.6674 -3.6097 0.4675 -0.007
H 0.1683 -6.6301 1.4067 0.000
H -1.4066 -6.7934 0.1536 0.000
H 0.4496 -6.4970 -0.5889 0.000